Record 1
Formula: C4H8O2
Source: OMol25
Level of theory: the ωB97M-V functional and the def2-TZVPD basis

ORCA input file:
```
! wB97M-V def2-TZVPD RIJCOSX def2/J DEFGRID3
* xyz 0 1
C 1.139 -0.206 -1.342
C 1.345 0.278 -0.128
C 1.536 -0.586 1.085
H 0.920 0.423 -2.191
H 1.207 -1.284 -1.500
H 1.300 1.342 0.053
H 1.445 -1.630 0.778
H 2.542 -0.526 1.478
H 0.739 -0.390 1.794
O -3.280 1.474 -0.277
C -2.262 0.848 -0.164
O -2.202 -0.383 0.352
H -1.307 1.260 -0.482
H -3.123 -0.622 0.544
*
```

The value obtained for the gap between HOMO and LUMO is 10.6511 eV. Its structure (SMILES) is C=CC.O=CO.

Atom charges from the Mulliken analysis, given in e for atoms 1 to 5:
1 C -0.720
2 C 0.007
3 C -1.017
4 H 0.299
5 H 0.203



Record 2
Formula: C4H8O2
Source: OMol25
Level of theory: the ωB97M-V functional and the def2-TZVPD basis

ORCA input file:
```
! wB97M-V def2-TZVPD RIJCOSX def2/J DEFGRID3
* xyz 0 1
C -1.251 -1.011 0.102
C -0.219 0.073 0.426
C -0.566 1.339 -0.334
O -0.586 1.384 -1.544
C 1.211 -0.362 0.008
O 2.000 0.712 -0.457
H -2.246 -0.750 0.477
H -0.961 -1.969 0.546
H -1.318 -1.137 -0.984
H -0.237 0.300 1.499
H -0.779 2.252 0.254
H 1.734 -0.770 0.879
H 1.152 -1.164 -0.745
H 1.576 1.024 -1.270
*
```

The value obtained for the gap between HOMO and LUMO is 10.9137 eV. Its structure (SMILES) is C[C@H](C=O)CO.

Atom charges from the Mulliken analysis, given in e for atoms 1 to 5:
1 C -1.480
2 C 0.685
3 C -0.195
4 O -0.511
5 C -0.705



Record 3
Formula: C4H8O2
Source: OMol25
Level of theory: the ωB97M-V functional and the def2-TZVPD basis

ORCA input file:
```
! wB97M-V def2-TZVPD RIJCOSX def2/J DEFGRID3
* xyz 0 1
C 1.788 1.102 0.782
C 1.646 -0.196 0.999
O 1.670 -1.102 -0.045
H 1.770 1.814 1.598
H 1.877 1.477 -0.232
H 1.535 -0.627 1.996
H 0.771 -1.426 -0.189
C -2.032 -0.517 -0.413
C -0.951 0.303 -1.074
O -0.624 1.394 -0.676
H -2.999 -0.129 -0.756
H -1.991 -0.388 0.672
H -1.983 -1.577 -0.680
H -0.479 -0.128 -1.982
*
```

The value obtained for the gap between HOMO and LUMO is 10.2548 eV. Its structure (SMILES) is C=CO.CC=O.

Atom charges from the Mulliken analysis, given in e for atoms 1 to 5:
1 C -0.531
2 C -0.097
3 O -0.477
4 H 0.261
5 H 0.234



Record 4
Formula: C4H8O2
Source: OMol25
Level of theory: the ωB97M-V functional and the def2-TZVPD basis

ORCA input file:
```
! wB97M-V def2-TZVPD RIJCOSX def2/J DEFGRID3
* xyz 0 1
O 0.399 2.012 0.145
C 1.449 1.300 0.243
C 1.156 -0.139 -0.248
C 0.194 -0.980 0.632
C -1.280 -0.532 0.291
O -1.581 -1.143 -0.929
H 2.552 1.630 0.075
H 2.019 -0.772 -0.421
H 0.697 -0.099 -1.268
H 0.088 -1.985 0.313
H 0.475 -1.121 1.708
H -1.986 -0.980 1.053
H -1.306 0.514 0.084
H -2.196 -2.036 -0.790
*
```

The value obtained for the gap between HOMO and LUMO is 10.0163 eV. Its structure (SMILES) is O=CCCCO.

Atom charges from the Mulliken analysis, given in e for atoms 1 to 5:
1 O -0.469
2 C 0.123
3 C -0.608
4 C -0.476
5 C -0.506



Record 5
Formula: C4H8O2
Source: OMol25
Level of theory: the ωB97M-V functional and the def2-TZVPD basis

ORCA input file:
```
! wB97M-V def2-TZVPD RIJCOSX def2/J DEFGRID3
* xyz 0 1
C -1.200 -1.459 -0.047
O -1.232 -0.047 -0.021
C -0.303 0.508 0.885
C 0.877 1.165 0.145
C 1.194 0.485 -1.176
O 1.785 -0.566 -1.274
H -1.901 -1.774 -0.820
H -1.517 -1.880 0.921
H -0.197 -1.841 -0.289
H 0.055 -0.251 1.593
H -0.832 1.270 1.467
H 1.778 1.147 0.768
H 0.627 2.208 -0.068
H 0.866 1.034 -2.084
*
```

The value obtained for the gap between HOMO and LUMO is 10.7962 eV. Its structure (SMILES) is COCCC=O.

Atom charges from the Mulliken analysis, given in e for atoms 1 to 5:
1 C -0.666
2 O -0.368
3 C -0.541
4 C -0.352
5 C 0.036



Record 6
Formula: C4H8O2
Source: OMol25
Level of theory: the ωB97M-V functional and the def2-TZVPD basis

ORCA input file:
```
! wB97M-V def2-TZVPD RIJCOSX def2/J DEFGRID3
* xyz 0 1
C -0.686 -0.928 -0.177
C -1.586 0.302 -0.237
O -0.686 1.348 -0.510
C 0.437 1.188 0.272
C 1.969 -0.490 0.180
O 0.429 -0.338 0.547
H -1.141 -1.774 0.362
H -0.343 -1.263 -1.163
H -2.322 0.285 -1.040
H -2.077 0.459 0.733
H 0.415 1.543 1.307
H 1.270 1.652 -0.275
H 2.294 -1.357 0.754
H 1.850 -0.770 -0.884
*
```

The value obtained for the gap between HOMO and LUMO is 7.6889 eV.

Atom charges from the Mulliken analysis, given in e for atoms 1 to 5:
1 C -0.281
2 C -0.378
3 O -0.345
4 C -0.166
5 C -0.825



Record 7
Formula: C4H8O2
Source: OMol25
Level of theory: the ωB97M-V functional and the def2-TZVPD basis

ORCA input file:
```
! wB97M-V def2-TZVPD RIJCOSX def2/J DEFGRID3
* xyz 0 1
O -1.958 -0.520 1.394
C -1.472 -0.367 -0.397
C -0.139 -0.027 -0.097
C 1.219 -0.542 -0.543
C 1.656 0.872 -0.132
O 0.298 1.340 -0.126
H -2.270 0.362 1.666
H -1.702 -1.391 -0.674
H -2.204 0.381 -0.698
H -0.756 -0.366 1.175
H 1.658 -1.387 -0.008
H 1.300 -0.703 -1.624
H 2.287 1.444 -0.819
H 2.083 0.903 0.881
*
```

The value obtained for the gap between HOMO and LUMO is 8.5350 eV.

Atom charges from the Mulliken analysis, given in e for atoms 1 to 5:
1 O -0.657
2 C -0.582
3 C 0.210
4 C -0.365
5 C -0.369



Record 8
Formula: C4H8O2
Source: OMol25
Level of theory: the ωB97M-V functional and the def2-TZVPD basis

ORCA input file:
```
! wB97M-V def2-TZVPD RIJCOSX def2/J DEFGRID3
* xyz 0 1
C -1.280 -1.060 0.015
C -0.258 -0.020 0.471
C -0.512 1.296 -0.244
O -0.707 1.343 -1.441
C 1.215 -0.355 0.093
O 1.842 0.742 -0.549
H -2.294 -0.750 0.290
H -1.102 -2.040 0.467
H -1.242 -1.154 -1.073
H -0.342 0.127 1.554
H -0.433 2.226 0.349
H 1.809 -0.553 0.988
H 1.259 -1.250 -0.543
H 1.347 0.903 -1.367
*
```

The value obtained for the gap between HOMO and LUMO is 10.9021 eV. Its structure (SMILES) is C[C@H](C=O)CO.

Atom charges from the Mulliken analysis, given in e for atoms 1 to 5:
1 C -1.469
2 C 0.610
3 C -0.175
4 O -0.518
5 C -0.629



Record 9
Formula: C4H8O2
Source: OMol25
Level of theory: the ωB97M-V functional and the def2-TZVPD basis

ORCA input file:
```
! wB97M-V def2-TZVPD RIJCOSX def2/J DEFGRID3
* xyz 0 1
C -1.536 -0.584 0.104
C -0.180 0.070 0.038
C 1.008 -0.865 -0.146
O 2.227 -0.174 -0.063
C -0.023 1.476 -0.312
O 0.170 1.036 1.041
H -1.599 -1.274 0.952
H -1.712 -1.162 -0.812
H -2.337 0.154 0.189
H 0.988 -1.391 -1.106
H 0.917 -1.616 0.657
H 2.119 0.419 0.700
H -0.889 2.134 -0.355
H 0.847 1.777 -0.887
*
```

The value obtained for the gap between HOMO and LUMO is 11.1339 eV. Its structure (SMILES) is C[C@@]1(CO)CO1.

Atom charges from the Mulliken analysis, given in e for atoms 1 to 5:
1 C -1.398
2 C 1.319
3 C -0.620
4 O -0.550
5 C -0.709



Record 10
Formula: C4H8O2
Source: OMol25
Level of theory: the ωB97M-V functional and the def2-TZVPD basis

ORCA input file:
```
! wB97M-V def2-TZVPD RIJCOSX def2/J DEFGRID3
* xyz 0 1
C -1.272 0.260 -0.106
C -0.809 -1.184 -0.175
O 0.528 -1.375 0.176
C 1.527 -0.137 0.174
C 0.807 1.205 0.075
O -0.349 1.115 -0.737
H -2.224 0.342 -0.632
H -1.423 0.587 0.938
H -1.427 -1.818 0.476
H -0.863 -1.547 -1.199
H 1.277 -0.785 1.135
H 2.138 -0.286 -0.744
H 0.504 1.561 1.070
H 1.448 1.983 -0.363
*
```

The value obtained for the gap between HOMO and LUMO is 10.2135 eV. Its structure (SMILES) is C1COCCO1.

Atom charges from the Mulliken analysis, given in e for atoms 1 to 5:
1 C -0.546
2 C -0.278
3 O -0.370
4 C -0.538
5 C -0.489



Record 11
Formula: C4H8O2
Source: OMol25
Level of theory: the ωB97M-V functional and the def2-TZVPD basis

ORCA input file:
```
! wB97M-V def2-TZVPD RIJCOSX def2/J DEFGRID3
* xyz 0 1
C 0.458 -1.687 0.303
C -0.487 -0.540 0.056
O -0.880 0.408 1.090
C -0.839 1.456 0.089
C 0.138 0.608 -0.729
O 1.477 0.863 -0.372
H 1.300 -1.411 0.941
H -0.017 -2.599 0.673
H 0.864 -1.880 -0.701
H -1.405 -0.907 -0.429
H -0.466 2.410 0.480
H -1.819 1.604 -0.385
H 0.121 0.502 -1.815
H 1.479 1.116 0.563
*
```

The value obtained for the gap between HOMO and LUMO is 11.0708 eV.

Atom charges from the Mulliken analysis, given in e for atoms 1 to 5:
1 C -1.197
2 C 0.222
3 O -0.446
4 C -0.551
5 C -0.090



Record 12
Formula: C4H8O2
Source: OMol25
Level of theory: the ωB97M-V functional and the def2-TZVPD basis

ORCA input file:
```
! wB97M-V def2-TZVPD RIJCOSX def2/J DEFGRID3
* xyz 0 1
O -2.183 -0.896 0.268
C -1.501 -0.134 0.910
C -0.627 0.949 0.316
C 0.797 0.530 0.575
C 1.511 -0.141 -0.330
O 2.721 -0.716 -0.144
H -1.427 -0.238 2.015
H -0.844 1.018 -0.754
H -0.854 1.913 0.789
H 1.195 0.699 1.577
H 1.175 -0.282 -1.355
H 2.949 -0.658 0.794
H -1.238 -0.974 -2.629
H -1.675 -1.071 -2.032
*
```

The value obtained for the gap between HOMO and LUMO is 9.7842 eV. Its structure (SMILES) is O=CC/C=C/O.[H][H].

Atom charges from the Mulliken analysis, given in e for atoms 1 to 5:
1 O -0.447
2 C 0.100
3 C -0.600
4 C -0.381
5 C 0.093



Record 13
Formula: C4H8O2
Source: OMol25
Level of theory: the ωB97M-V functional and the def2-TZVPD basis

ORCA input file:
```
! wB97M-V def2-TZVPD RIJCOSX def2/J DEFGRID3
* xyz 0 1
C -1.681 -0.329 -0.513
C -0.357 0.401 -0.247
O -0.444 1.371 0.791
C 0.707 -0.596 0.218
C 2.125 -0.107 0.434
O 3.092 -0.771 0.139
H -2.449 0.344 -0.916
H -1.528 -1.122 -1.257
H -2.062 -0.782 0.407
H -0.100 0.867 -1.208
H -0.715 2.223 0.433
H 0.756 -1.460 -0.449
H 0.369 -0.951 1.203
H 2.252 0.871 0.942
*
```

The value obtained for the gap between HOMO and LUMO is 10.3850 eV. Its structure (SMILES) is C[C@@H](O)CC=O.

Atom charges from the Mulliken analysis, given in e for atoms 1 to 5:
1 C -1.293
2 C 0.426
3 O -0.554
4 C -0.701
5 C -0.054



Record 14
Formula: C4H8O2
Source: OMol25
Level of theory: the ωB97M-V functional and the def2-TZVPD basis

ORCA input file:
```
! wB97M-V def2-TZVPD RIJCOSX def2/J DEFGRID3
* xyz 0 1
C -1.835 0.425 -0.618
O -0.605 0.908 -0.118
C 0.444 -0.027 -0.189
C 1.694 0.613 0.406
C 0.129 -1.297 0.588
O 0.695 -2.345 0.395
H -2.418 1.286 -0.952
H -1.692 -0.259 -1.466
H -2.412 -0.106 0.153
H 0.634 -0.325 -1.234
H 1.984 1.489 -0.178
H 1.507 0.936 1.437
H 2.517 -0.109 0.395
H -0.643 -1.188 1.381
*
```

The value obtained for the gap between HOMO and LUMO is 10.5952 eV. Its structure (SMILES) is CO[C@@H](C)C=O.

Atom charges from the Mulliken analysis, given in e for atoms 1 to 5:
1 C -0.736
2 O -0.383
3 C 0.523
4 C -1.401
5 C -0.018



Record 15
Formula: C4H8O2
Source: OMol25
Level of theory: the ωB97M-V functional and the def2-TZVPD basis

ORCA input file:
```
! wB97M-V def2-TZVPD RIJCOSX def2/J DEFGRID3
* xyz 0 1
O 1.464 -0.975 -1.125
C 1.514 0.052 -0.409
C -0.277 0.600 0.418
O -0.041 1.847 0.909
C -0.867 -0.693 0.898
C -1.279 0.082 -0.312
H 0.012 -1.027 -1.738
H 1.640 1.055 -0.857
H 1.889 -0.053 0.624
H 0.753 1.803 1.460
H -1.580 -0.724 1.723
H -0.258 -1.597 0.772
H -0.752 -0.766 -1.615
H -2.217 0.396 -0.747
*
```

The value obtained for the gap between HOMO and LUMO is 9.1176 eV.

Atom charges from the Mulliken analysis, given in e for atoms 1 to 5:
1 O -0.540
2 C -0.305
3 C 0.233
4 O -0.511
5 C -0.483



Record 16
Formula: C4H8O2
Source: OMol25
Level of theory: the ωB97M-V functional and the def2-TZVPD basis

ORCA input file:
```
! wB97M-V def2-TZVPD RIJCOSX def2/J DEFGRID3
* xyz 0 1
O -0.684 0.508 2.044
C -0.605 -0.350 0.932
C 0.694 -0.172 0.164
C 0.291 -0.848 -1.145
O -0.376 0.412 -1.539
C 0.506 1.117 -0.625
H -1.609 0.525 2.314
H -1.299 -0.035 0.091
H -0.722 -1.405 1.242
H 1.643 -0.366 0.674
H 1.063 -1.060 -1.880
H -0.354 -1.738 -1.015
H 1.391 1.453 -1.176
H 0.059 1.958 -0.080
*
```

The value obtained for the gap between HOMO and LUMO is 10.5523 eV.

Atom charges from the Mulliken analysis, given in e for atoms 1 to 5:
1 O -0.519
2 C -0.583
3 C -0.140
4 C -0.454
5 O -0.425



Record 17
Formula: C4H8O2
Source: OMol25
Level of theory: the ωB97M-V functional and the def2-TZVPD basis

ORCA input file:
```
! wB97M-V def2-TZVPD RIJCOSX def2/J DEFGRID3
* xyz 0 1
O 2.728 -0.663 -0.447
C 1.559 -0.753 -0.146
C 0.935 0.108 0.936
C -0.539 0.523 0.730
C -1.070 0.414 -0.694
O -1.328 -0.955 -0.971
H 0.888 -1.480 -0.647
H 1.582 0.986 1.046
H 1.030 -0.467 1.870
H -1.203 -0.075 1.360
H -0.656 1.565 1.052
H -1.999 0.998 -0.787
H -0.340 0.833 -1.404
H -1.586 -1.033 -1.898
*
```

The value obtained for the gap between HOMO and LUMO is 10.3229 eV. Its structure (SMILES) is O=CCCCO.

Atom charges from the Mulliken analysis, given in e for atoms 1 to 5:
1 O -0.500
2 C -0.002
3 C -0.488
4 C -0.497
5 C -0.590



Record 18
Formula: C4H8O2
Source: OMol25
Level of theory: the ωB97M-V functional and the def2-TZVPD basis

ORCA input file:
```
! wB97M-V def2-TZVPD RIJCOSX def2/J DEFGRID3
* xyz 0 1
C 1.129 0.322 0.392
C 0.090 -0.521 1.083
O -1.186 -0.712 0.499
C -1.603 0.479 -0.123
C -0.628 0.811 -1.225
O 0.728 0.924 -0.690
H 3.128 -1.249 0.237
H 3.498 -1.887 0.119
H 0.538 -1.511 1.225
H 0.001 -0.075 2.091
H -1.656 1.307 0.602
H -2.605 0.314 -0.529
H -0.828 1.775 -1.698
H -0.608 0.024 -1.983
*
```

The value obtained for the gap between HOMO and LUMO is 9.2369 eV.

Atom charges from the Mulliken analysis, given in e for atoms 1 to 5:
1 C -0.385
2 C -0.130
3 O -0.386
4 C -0.428
5 C -0.360



Record 19
Formula: C4H8O2
Source: OMol25
Level of theory: the ωB97M-V functional and the def2-TZVPD basis

ORCA input file:
```
! wB97M-V def2-TZVPD RIJCOSX def2/J DEFGRID3
* xyz 0 1
C 1.482 -1.270 -0.936
C 0.498 -0.285 -0.335
O -0.230 -1.002 0.646
C -1.227 -0.355 1.326
C -1.477 0.933 1.475
O -1.824 2.042 1.659
H 0.939 -2.094 -1.413
H 2.119 -1.687 -0.149
H 2.117 -0.786 -1.686
H 1.022 0.571 0.125
H -0.185 0.114 -1.101
H -1.865 -1.018 1.899
H -0.908 2.233 -0.985
H -0.460 2.604 -0.527
*
```

The value obtained for the gap between HOMO and LUMO is 8.8807 eV. Its structure (SMILES) is CCOC=C=O.[H][H].

Atom charges from the Mulliken analysis, given in e for atoms 1 to 5:
1 C -1.315
2 C -0.105
3 O -0.315
4 C -0.411
5 C 0.632



Record 20
Formula: C4H8O2
Source: OMol25
Level of theory: the ωB97M-V functional and the def2-TZVPD basis

ORCA input file:
```
! wB97M-V def2-TZVPD RIJCOSX def2/J DEFGRID3
* xyz 0 1
C 1.470 0.367 0.870
C 1.042 1.755 0.685
O 1.699 1.348 1.870
H 0.729 -0.394 1.109
H 2.363 0.015 0.351
H -0.012 2.022 0.797
H 1.618 2.412 0.035
C -1.246 -0.538 -1.179
C -1.289 -1.776 -0.319
O -0.824 -1.871 0.793
H -2.266 -0.180 -1.364
H -0.807 -0.781 -2.153
H -0.674 0.271 -0.721
H -1.804 -2.650 -0.774
*
```

The value obtained for the gap between HOMO and LUMO is 10.8937 eV. Its structure (SMILES) is C1CO1.CC=O.

Atom charges from the Mulliken analysis, given in e for atoms 1 to 5:
1 C -0.187
2 C -0.371
3 O -0.407
4 H 0.253
5 H 0.211



For each record above, in turn, the calculated electronic energy values are -307.6635, -307.6654, -307.6285, -307.5994, -307.6468, -307.4887, -307.5164, -307.6601, -307.6424, -307.5439, -307.6353, -307.6148, -307.6705, -307.6544, -307.4684, -307.6123, -307.6623, -307.5344, -307.5813, -307.6143 Ha.